Entry 1:
Molecular formula: C3H3NO2
Method: DFT, ωB97M-V/def2-TZVPD

For the LUMO energy, the calculation gives 0.2775 eV. The calculation puts the orbital gap at 10.662 eV. As for the total energy: -321.28203 Ha. The calculation puts the HOMO energy at -10.4 eV. The energy above the lowest of the compared OMol25 structures with the same formula, charge and spin is 2.602 eV.

Structure (ORCA input):
```
! wB97M-V def2-TZVPD RIJCOSX def2/J DEFGRID3
* xyz 0 1
H 0.7130 2.3502 -0.1426
N 0.6726 1.3498 0.0293
C -0.4513 0.8414 -0.2623
C -0.5723 -0.6305 -0.0343
O -0.0326 -1.0749 1.2998
C 0.6929 -1.3048 0.2195
O 1.7568 -1.7365 -0.0949
H -1.3079 1.3772 -0.6876
H -1.4711 -1.1719 -0.3270
*
```



Entry 2:
Molecular formula: C27H45N4OP2Pb
Method: DFT, ωB97M-V/def2-TZVPD

For the LUMO energy (spin up / spin down), the calculation gives -11.4772 / -11.4765 eV. The calculation puts the orbital gap (spin up / spin down) at 4.390 / 4.390 eV. As for the total energy: -2224.58676 Ha. The calculation puts the HOMO energy (spin up / spin down) at -15.9 / -15.9 eV.

Structure (ORCA input):
```
! wB97M-V def2-TZVPD RIJCOSX def2/J DEFGRID3
* xyz 3 1
Pb -0.5985 0.5220 -0.9548
P -2.4212 2.4060 -0.2046
P -0.6672 -2.2023 -0.8484
N -3.2074 -0.3987 -1.5548
C -4.0943 1.7100 -0.4491
H -4.6979 1.9942 0.4282
H -4.5547 2.1930 -1.3277
C -4.1873 0.1831 -0.6075
H -4.0361 -0.3373 0.3499
H -5.2055 -0.0662 -0.9477
C -3.3555 -1.8870 -1.7523
H -3.1671 -2.1229 -2.8146
H -4.4025 -2.1670 -1.5303
C -2.4317 -2.7075 -0.8398
H -2.4720 -3.7685 -1.1400
H -2.7865 -2.6424 0.2012
C 0.2380 -3.3500 0.2919
C 0.2091 -2.8051 1.7300
H -0.7907 -2.8846 2.1714
H 0.5303 -1.7551 1.7755
H 0.9035 -3.3878 2.3561
C -0.1657 -2.6152 -2.5903
C 1.2261 -2.0405 -2.9221
H 1.2064 -1.5988 -3.9287
H 1.9835 -2.8360 -2.9154
H 1.5626 -1.2500 -2.2312
C -2.1513 3.5827 -1.6422
C -0.8554 4.3941 -1.4977
H -0.6154 4.8502 -2.4684
H 0.0187 3.7967 -1.1985
H -0.9880 5.2159 -0.7743
C -2.3028 3.3554 1.3771
C -0.8552 3.7659 1.6973
H -0.7421 3.8325 2.7892
H -0.6109 4.7514 1.2726
H -0.1063 3.0444 1.3411
C -1.8699 -0.1653 1.5137
O -2.3212 -0.4436 2.5318
C -0.2744 -4.1247 -2.8778
H -0.5263 -4.7320 -1.9976
H -1.0496 -4.3048 -3.6352
H 0.6723 -4.5009 -3.2920
C -3.3466 4.5027 -1.9430
H -2.9850 5.5176 -2.1665
H -3.9016 4.1533 -2.8246
H -4.0525 4.5725 -1.1037
C -3.2559 4.5497 1.4626
H -3.1861 4.9764 2.4730
H -2.9815 5.3446 0.7560
H -4.3049 4.2696 1.3002
C 1.6770 -3.6830 -0.1230
H 2.2992 -2.7844 -0.2490
H 2.1355 -4.2891 0.6734
H 1.7286 -4.2835 -1.0447
H -0.3746 -4.2688 0.2441
H -2.6218 2.6132 2.1302
H -0.9163 -2.0864 -3.2048
H -2.0296 2.8768 -2.4860
H -3.2895 0.0647 -2.4666
H -0.9890 0.6881 -2.8042
N 9.1317 -3.0106 2.4491
C 8.1204 -2.4262 2.3453
C 6.8885 -1.7190 2.1926
C 6.3867 -1.4923 0.9080
C 5.1831 -0.8082 0.7262
C 4.4726 -0.3750 1.8554
C 4.9688 -0.5714 3.1482
C 6.1734 -1.2640 3.3083
N 3.2035 0.1968 1.6776
C 2.3183 0.5918 2.6862
C 1.1325 0.8524 2.0820
N 1.2763 0.6746 0.7063
C 2.5393 0.2849 0.4969
H 6.9393 -1.8622 0.0412
H 4.8120 -0.6200 -0.2813
H 4.4309 -0.2061 4.0230
H 6.5423 -1.4500 4.3158
H 2.6007 0.6802 3.7186
H 0.2136 1.1907 2.5518
H 3.0212 0.0966 -0.4586
*
```